9
Properties=species:S:1:pos:R:3:forces:R:3:lowdin_charge:R:1 method="wB97M-V/def2-TZVPD" charge=0 homo_lumo_gap_ev=9.13 homo_ev=-9.1 smiles="O/N=C/CCl" relative_energy_kcal_mol=118.2
O -1.11497 0.26448 -1.85128 -0.161 2.959 -4.699 -0.197
N 0.10229 0.12299 -1.26800 -3.278 1.358 8.700 -0.033
C -0.33202 0.25753 0.21997 2.564 -1.569 -7.361 -0.075
C 0.81318 -0.39973 0.93990 -4.367 -1.402 0.839 -0.685
Cl 0.58464 -0.30832 2.63742 0.299 1.185 2.780 0.588
H -0.93498 0.94853 -2.66213 -0.765 -2.600 2.491 0.172
H -1.41349 0.52505 0.49985 1.919 -0.609 -0.457 0.128
H 1.61555 0.07479 0.53472 2.976 0.536 -0.619 0.044
H 0.67979 -1.48531 0.94957 0.813 0.141 -1.673 0.058

10
Properties=species:S:1:pos:R:3:forces:R:3:lowdin_charge:R:1 method="wB97M-V/def2-TZVPD" charge=0 homo_lumo_gap_ev="5.20 / 9.26" homo_ev="-6.6 / -9.2" relative_energy_kcal_mol=144.3
C -1.15219 1.10168 -0.33183 1.151 -1.028 -1.344 -0.147
C -0.36504 1.04481 0.86264 -0.303 0.593 0.286 -0.094
N 0.43022 -1.45908 -0.15546 0.418 -0.619 -1.704 -0.485
O -2.10527 1.12503 -0.99123 0.091 0.416 0.700 0.185
O 0.76004 -2.07284 -1.41052 -0.211 1.932 -0.145 -0.243
Cl 1.95443 -1.11579 0.61669 0.086 0.073 0.074 0.508
H -0.74168 1.69028 1.64329 -0.063 0.175 0.520 0.096
H -0.47535 -0.00637 1.02637 -0.678 -0.987 0.825 0.045
H 0.72750 1.01626 0.80502 -0.126 0.841 -0.621 0.031
H 0.96732 -1.32398 -2.06496 -0.364 -1.396 1.409 0.105

11
Properties=species:S:1:pos:R:3:forces:R:3:lowdin_charge:R:1 method="wB97M-V/def2-TZVPD" charge=0 homo_lumo_gap_ev=5.52 homo_ev=-8.0 relative_energy_kcal_mol=190.1
C -1.61076 -0.79502 0.59370 1.635 1.643 -2.179 0.183
C 0.95851 -0.17653 -0.42623 -2.769 -1.254 -0.707 -0.729
N 0.82297 0.99269 0.35181 0.050 -0.800 -0.750 -0.419
O 1.15783 0.93887 1.52157 -0.081 0.905 0.137 0.037
O 0.38572 1.95505 -0.32562 0.402 0.229 1.008 0.010
O 0.68055 -0.05956 -1.73796 1.242 -1.309 1.378 0.047
Cl 1.60925 -1.61861 0.13791 0.544 0.294 0.000 0.824
H -0.86548 -1.52255 0.47631 0.114 -1.483 -0.097 -0.070
H -1.53596 -0.21880 1.46523 -0.407 0.621 1.231 0.000
H -2.09345 -0.36995 -0.29535 -0.151 -0.523 0.594 0.038
H 0.49085 0.87440 -1.76137 -0.577 1.676 -0.615 0.080

10
Properties=species:S:1:pos:R:3:forces:R:3:lowdin_charge:R:1 method="wB97M-V/def2-TZVPD" charge=0 homo_lumo_gap_ev=8.94 homo_ev=-8.7 smiles="ONC(=S)CCl" relative_energy_kcal_mol=38.9
O -1.69793 -0.39588 -0.65614 0.148 -0.640 0.279 -0.008
N -0.98958 0.67429 -0.14454 -2.528 1.187 -1.168 -0.092
C 0.13465 0.61075 0.51335 1.805 -0.032 0.296 -0.933
S 0.74649 1.91679 1.30015 -0.032 0.067 0.187 0.649
C 0.93850 -0.65967 0.36507 0.093 -0.202 -0.038 -0.559
Cl 1.60829 -0.82164 -1.30432 -0.455 -0.007 0.221 0.559
H -1.33180 -0.61816 -1.52190 0.256 0.163 -0.123 0.097
H -1.57831 1.52513 -0.18392 0.958 -0.708 0.382 0.164
H 0.37578 -1.53853 0.62304 -0.555 -0.399 -0.352 0.072
H 1.79393 -0.69309 1.00920 0.310 0.572 0.318 0.052

9
Properties=species:S:1:pos:R:3:forces:R:3:lowdin_charge:R:1 method="wB97M-V/def2-TZVPD" charge=0 homo_lumo_gap_ev=9.35 homo_ev=-10.5 smiles="O=PCl.C=C" relative_energy_kcal_mol=24.6
O 3.20503 -1.27177 0.79630 -0.876 1.102 -1.701 -0.524
P 2.84750 -0.35798 -0.33535 1.755 -1.489 1.824 0.494
Cl 3.98551 1.31399 -0.04393 0.032 0.411 -0.125 0.152
C -1.02587 -0.04477 0.56910 0.904 -1.363 0.487 -0.080
C -0.34688 -0.15646 -0.58444 -0.126 1.382 0.999 -0.109
H -2.04041 0.25250 0.67893 -0.753 0.493 -0.470 0.027
H -0.65381 -0.42840 1.55430 0.176 0.415 -1.126 0.065
H 0.74313 -0.42640 -0.44893 -2.043 0.059 -0.944 -0.104
H -0.78338 0.31259 -1.52156 0.932 -1.010 1.057 0.078

9
Properties=species:S:1:pos:R:3:forces:R:3:lowdin_charge:R:1 method="wB97M-V/def2-TZVPD" charge=0 homo_lumo_gap_ev=9.16 homo_ev=-9.3 smiles="CO/C=P/Cl" relative_energy_kcal_mol=71.1
C -1.53994 0.17271 0.05761 -0.790 1.664 4.019 -0.185
O -0.39843 1.00252 -0.13709 3.279 -3.227 -0.267 -0.280
C 0.90194 -0.07785 -0.16136 -1.827 6.445 0.524 -0.409
P 2.35086 0.69651 0.01722 -0.738 0.601 0.436 0.519
Cl 3.65315 -0.84977 0.06874 0.346 -0.573 -0.191 0.110
H -1.21620 -0.66900 0.69643 -0.656 -0.186 -0.835 0.071
H -2.08195 -0.01096 -0.82711 -0.325 -0.731 -1.164 0.054
H -2.32555 0.72051 0.79948 1.829 -0.792 -1.731 0.125
H 0.65611 -0.98467 -0.51391 -1.119 -3.202 -0.792 -0.005

11
Properties=species:S:1:pos:R:3:forces:R:3:lowdin_charge:R:1 method="wB97M-V/def2-TZVPD" charge=0 homo_lumo_gap_ev="6.03 / 6.03" homo_ev="-9.0 / -9.0" relative_energy_kcal_mol=65.4
C 0.74831 0.33080 0.53749 1.054 -2.149 2.896 -0.416
C 1.24441 -0.22097 -0.72569 -1.336 -3.243 0.551 -0.583
O -0.53378 0.82324 0.37488 -1.966 -0.427 -0.188 -0.447
P -1.83541 -0.07661 -0.04857 2.146 1.388 -0.685 -0.048
S -3.09221 1.16246 -0.84457 0.375 -1.195 -0.078 0.254
S 0.55337 -1.93197 -0.89900 -1.985 1.878 0.007 0.566
Cl -2.44448 -0.84871 1.65793 -0.206 -0.715 0.612 0.321
H 0.87990 -0.43050 1.43092 -0.558 1.455 -1.623 0.150
H 1.31743 1.17859 0.75428 0.959 1.514 0.676 0.105
H 0.90502 0.45123 -1.42228 -0.521 1.197 -2.439 0.051
H 2.25744 -0.43755 -0.81540 2.038 0.297 0.271 0.046

10
Properties=species:S:1:pos:R:3:forces:R:3:lowdin_charge:R:1 method="wB97M-V/def2-TZVPD" charge=0 homo_lumo_gap_ev="5.84 / 6.72" homo_ev="-7.7 / -8.0" relative_energy_kcal_mol=62.4
C 1.06554 0.57838 0.25333 1.622 -0.276 -0.477 -0.417
C -1.20409 -0.60029 0.21201 -0.185 -1.386 2.132 -0.653
P 0.20304 -2.04671 0.41720 -0.969 0.259 2.705 -0.151
S -0.58423 -3.52915 1.41127 0.170 0.352 0.192 0.064
S -0.36866 0.74011 0.93012 -2.506 1.139 1.855 0.846
Cl 0.37564 -2.64089 -1.42407 0.393 -0.686 -3.004 0.221
H 1.86238 1.26834 0.64351 -0.637 -1.086 -0.966 0.060
H 1.01608 -0.08553 -0.61313 1.240 0.861 -0.063 -0.035
H -1.31484 -0.43468 -0.80829 -0.305 0.018 -1.856 -0.002
H -2.15357 -0.94958 0.72028 1.179 0.804 -0.517 0.067

9
Properties=species:S:1:pos:R:3:forces:R:3:lowdin_charge:R:1 method="wB97M-V/def2-TZVPD" charge=-1 homo_lumo_gap_ev=2.94 homo_ev=-1.4 relative_energy_kcal_mol=3.1
Cs -2.28563 -0.01696 -1.43841 -0.824 -0.702 0.368 1.084
O 0.57521 -0.07028 2.08666 0.485 0.956 -2.395 -0.397
C 0.31737 0.46643 0.81360 -0.798 -2.284 2.230 -0.522
C 0.35224 -0.45098 -0.48112 0.425 -2.323 2.124 -0.623
O -0.32272 -1.71787 -0.37303 0.396 2.786 -1.036 -0.538
H 0.77891 1.42802 0.58903 0.807 0.552 -0.336 0.059
H -0.74880 0.69198 0.83602 -1.678 0.771 -0.078 -0.006
H 1.40804 -0.48229 -0.75019 0.562 -0.676 -0.262 0.071
H -0.07460 0.15198 -1.28259 0.625 0.919 -0.615 -0.127

12
Properties=species:S:1:pos:R:3:forces:R:3:lowdin_charge:R:1 method="wB97M-V/def2-TZVPD" spin_multiplicity=6 charge=+1 homo_lumo_gap_ev="6.98 / 6.11" homo_ev="-12.8 / -12.6" s2=9.360
S -2.45100 0.17435 -2.04385 2.812 2.032 -2.367 0.720
O -1.35177 0.82692 -2.84545 -2.595 -1.575 2.007 -0.439
O -2.14283 -1.39257 -2.03205 0.695 -1.200 2.223 -0.672
O -2.10716 0.44370 -0.49841 0.528 -2.094 1.525 -0.676
C 1.23731 0.86700 0.90659 0.917 -0.113 0.572 -0.010
C 1.44159 -0.55019 1.27207 1.239 -0.218 -1.123 -0.207
O 0.65731 -1.46436 1.00308 -0.926 0.141 0.065 -0.163
Dy -1.50747 -1.63097 0.07862 -0.872 2.724 -3.039 1.940
H 2.21586 1.37354 0.93478 -0.376 -0.136 0.272 0.105
H 0.94348 0.90260 -0.15429 -0.914 0.376 0.585 0.111
H 0.62044 1.28288 1.74255 -0.084 0.210 -1.182 0.135
H 2.44426 -0.83292 1.63636 -0.425 -0.145 0.462 0.155

8
Properties=species:S:1:pos:R:3:forces:R:3:lowdin_charge:R:1 method="wB97M-V/def2-TZVPD" charge=0 homo_lumo_gap_ev="9.56 / 9.14" homo_ev="-9.1 / -8.9" relative_energy_kcal_mol=91.5
C 1.21920 0.07908 -0.27500 -1.493 2.305 -1.100 0.027
C -1.23416 -0.22012 0.30285 2.744 0.271 -0.385 -0.206
F -1.89563 -0.04600 -0.85897 0.356 -0.741 1.166 0.032
F -1.44842 0.85686 1.07555 -0.134 -0.972 -0.176 0.026
H 1.50708 -0.68096 -0.98738 -0.253 -0.266 0.070 -0.020
H 1.34450 1.14708 -0.73115 -0.862 -1.977 0.626 0.036
H 1.77920 0.10856 0.62766 0.071 -0.525 0.975 -0.035
H -1.27177 -1.24449 0.84645 -0.429 1.906 -1.175 0.141

12
Properties=species:S:1:pos:R:3:forces:R:3:lowdin_charge:R:1 method="wB97M-V/def2-TZVPD" charge=0 homo_lumo_gap_ev=9.16 homo_ev=-8.6 smiles="O/N=C(/NS)C(F)F" relative_energy_kcal_mol=35.6
O 0.67196 2.17196 -0.29216 0.091 6.979 1.536 -0.144
N -0.40811 1.37320 -0.06211 1.774 -2.068 -0.047 -0.053
C 0.12221 0.19231 -0.14241 -3.609 -2.043 0.249 -0.357
N -0.80647 -0.86610 -0.06241 -0.202 1.941 -0.034 -0.361
S -2.43853 -0.33734 0.09485 0.191 -1.580 -0.616 0.773
C 1.53899 -0.30042 -0.33004 -1.715 -1.740 4.054 -0.195
F 2.22535 -0.15641 0.86379 -0.184 0.378 -0.826 0.052
F 1.38834 -1.72688 -0.37967 1.394 2.008 -1.360 -0.002
H 0.37153 3.16880 0.11898 1.368 -4.237 -1.858 0.211
H -0.47778 -1.82015 -0.03786 -0.573 0.289 0.280 0.085
H -2.27322 0.45856 1.13892 0.135 0.229 0.529 -0.146
H 2.03179 0.26312 -1.05127 1.330 -0.155 -1.906 0.138

10
Properties=species:S:1:pos:R:3:forces:R:3:lowdin_charge:R:1 method="wB97M-V/def2-TZVPD" spin_multiplicity=3 charge=0 homo_lumo_gap_ev="10.42 / 6.37" homo_ev="-9.6 / -9.1" relative_energy_kcal_mol=2.7 s2=2.008
C 2.05367 -0.71686 0.23493 0.302 -0.048 0.202 -0.369
C -2.16341 -0.25148 -0.36564 0.377 1.313 -0.338 -0.645
O 0.75032 -0.48501 0.22758 0.427 0.539 -0.420 -0.118
F 2.45221 -1.72046 -0.63393 -0.048 -0.257 -0.142 -0.041
F -2.58673 -1.08515 -1.35441 -0.107 -0.634 -0.227 -0.079
S -1.61196 -1.10767 1.07624 -0.253 -1.054 1.016 0.827
H 2.49316 -0.98002 1.21674 -0.371 0.074 -0.087 0.139
H 2.56185 0.20155 -0.12825 -0.211 0.006 0.128 0.146
H -1.28586 0.30774 -0.72457 -0.351 0.042 -0.121 0.062
H -3.00052 0.40486 -0.10300 0.235 0.017 -0.012 0.076

9
Properties=species:S:1:pos:R:3:forces:R:3:lowdin_charge:R:1 method="wB97M-V/def2-TZVPD" charge=0 homo_lumo_gap_ev=11.46 homo_ev=-10.5 smiles="C=C[SiH](F)F" relative_energy_kcal_mol=15.0
C 1.57116 -0.04477 -0.14624 -1.911 0.581 -1.841 -0.128
C 0.57749 0.09175 0.71736 -2.772 -1.038 0.720 -0.222
Si -1.39469 0.08464 -0.13461 3.258 -1.933 1.968 0.525
F -1.75509 -1.35667 -0.75885 0.026 0.410 0.550 -0.166
F -2.57389 0.45741 0.85935 0.225 0.222 -0.242 -0.130
H 2.57514 0.03988 0.16950 1.088 -0.339 0.025 0.031
H 1.29647 -0.09226 -1.25005 0.858 0.130 1.354 0.064
H 0.80322 -0.00163 1.81757 -0.426 0.529 -1.175 0.051
H -1.09982 0.82165 -1.27403 -0.346 1.438 -1.358 -0.025

9
Properties=species:S:1:pos:R:3:forces:R:3:lowdin_charge:R:1 method="wB97M-V/def2-TZVPD" charge=0 homo_lumo_gap_ev=11.07 homo_ev=-10.2 smiles="FC(F)=C[SiH3]" relative_energy_kcal_mol=99.7
F -1.49099 -3.46660 0.74712 -0.474 0.019 -0.862 0.141
C -0.94857 -2.28432 0.62312 1.152 1.298 1.063 -0.468
F -0.55988 -1.94947 1.89517 -0.150 -0.228 -1.137 0.023
C -0.68556 -1.46893 -0.41444 -0.179 -0.825 1.185 -0.180
Si 0.52552 -0.01361 0.07444 0.836 0.028 0.830 0.638
H -1.13497 -1.79611 -1.38288 0.804 0.587 0.776 0.078
H 0.56672 0.51284 1.55650 -0.787 -0.565 -1.346 -0.059
H 0.27729 1.14071 -0.82867 0.059 -0.249 0.070 -0.099
H 2.04020 -0.38407 0.07859 -1.259 -0.065 -0.579 -0.074

10
Properties=species:S:1:pos:R:3:forces:R:3:lowdin_charge:R:1 method="wB97M-V/def2-TZVPD" charge=0 homo_lumo_gap_ev=8.53 homo_ev=-10.1 relative_energy_kcal_mol=176.5
C 1.24709 0.06077 -0.20424 -2.661 1.833 -0.633 -0.023
C -0.09110 -0.12538 0.49790 -0.252 -3.408 -0.354 0.000
N -1.10536 0.73496 0.37872 -2.838 0.155 -1.081 -0.047
F -0.64751 -1.87695 -0.94958 0.531 1.803 1.601 -0.504
F -2.37303 0.32082 0.79173 1.810 -0.112 0.528 0.058
F -1.49869 1.33052 -0.82520 1.949 -0.632 1.028 0.075
H 1.23738 -0.43919 -1.16100 -0.405 -0.185 -0.254 0.091
H 1.42787 1.13113 -0.34010 -0.092 -0.057 -0.152 0.097
H 2.01572 -0.30717 0.35642 1.830 -1.196 1.698 0.048
H -0.21239 -0.82950 1.45534 0.128 1.801 -2.380 0.206

13
Properties=species:S:1:pos:R:3:forces:R:3:lowdin_charge:R:1 method="wB97M-V/def2-TZVPD" charge=0 homo_lumo_gap_ev=10.24 homo_ev=-10.5 relative_energy_kcal_mol=31.5
C 1.48077 -0.40678 -0.37802 -1.690 -0.822 -1.385 -0.363
C 0.67867 0.91975 -0.64471 -0.524 -2.292 2.590 -0.119
N -1.45689 -0.47311 1.34241 -2.218 3.196 -1.622 -0.051
O -1.39203 -1.08583 -1.17562 0.546 0.205 1.202 -0.329
O -2.44828 0.98238 -0.41640 0.105 0.773 0.380 -0.316
F 1.30919 -0.87458 0.91212 0.311 0.717 -0.404 0.015
F 2.81561 -0.17748 -0.55869 -0.910 -0.437 -0.040 0.064
F 1.05543 1.82103 0.30628 -0.638 -0.095 -0.291 0.002
S -1.40395 0.02899 -0.25172 1.344 0.377 -0.998 0.661
H 0.97779 -1.25412 -1.02464 1.738 1.612 0.715 0.169
H 0.85072 1.34881 -1.62346 -0.608 -0.191 -0.355 0.130
H -0.79709 -1.15086 1.51126 1.858 -1.553 1.122 0.016
H -1.66995 0.32179 2.00119 0.684 -1.490 -0.917 0.121

18
Properties=species:S:1:pos:R:3:forces:R:3:lowdin_charge:R:1 method="wB97M-V/def2-TZVPD" spin_multiplicity=7 charge=+1 homo_lumo_gap_ev="9.81 / 10.34" homo_ev="-14.9 / -14.9" relative_energy_kcal_mol=0.0 s2=12.725
N -0.58928 -1.31999 -1.22408 -0.516 -0.069 1.778 -0.374
S -1.04602 -1.80830 0.24805 0.404 -0.149 -1.846 0.980
O -0.09576 -0.93488 1.32992 0.887 1.162 1.238 -0.586
O -2.31803 -1.06626 0.66511 0.290 -0.593 -0.055 -0.611
S -0.87115 0.17620 -1.70188 -1.321 0.181 -2.514 0.690
O -0.99057 1.15435 -0.57755 -0.113 -0.214 0.537 -0.478
O -1.87907 0.28379 -2.74306 1.448 -0.174 1.894 -0.223
C 0.73802 0.64128 -2.51998 -0.118 0.005 -0.397 -0.701
F 1.71697 0.63132 -1.63927 0.257 -0.059 0.460 0.168
F 0.99298 -0.22070 -3.48458 -0.131 -0.052 0.128 0.186
F 0.60469 1.85316 -3.02545 -0.134 0.011 0.124 0.183
Tb -1.66715 0.82472 1.59217 1.511 1.360 1.033 1.952
O -0.55342 1.74250 3.14902 -1.414 -1.064 -1.712 -0.479
H -0.69223 2.58404 3.58079 0.284 0.262 0.378 -0.019
C 1.39866 -1.05659 1.51894 -0.359 -1.910 0.005 0.008
H 1.73680 -1.52641 0.58597 0.472 0.948 0.177 0.096
H 1.87891 -0.17065 1.94174 -0.634 0.513 -1.068 0.108
H 1.63564 -1.78756 2.30415 -0.812 -0.157 -0.159 0.099

15
Properties=species:S:1:pos:R:3:forces:R:3:lowdin_charge:R:1 method="wB97M-V/def2-TZVPD" charge=+2 homo_lumo_gap_ev=2.19 homo_ev=-17.8 relative_energy_kcal_mol=15.8
Tl 1.28788 -1.54995 1.73875 0.216 0.058 0.068 1.169
C -3.47706 -0.79350 -0.67289 -7.562 3.407 1.515 -0.538
F -4.30857 -0.62512 -1.69134 1.827 -1.136 0.966 0.285
F -3.15410 0.37021 -0.20286 0.972 -1.046 0.004 0.298
F -3.98609 -1.57487 0.25592 1.874 0.283 -1.667 0.308
S -1.84428 -1.52808 -1.40216 8.197 -3.232 -3.319 0.729
O -0.89309 -1.77118 -0.30392 -2.191 0.514 0.067 -0.347
O -2.25184 -2.73230 -2.13407 -1.329 1.345 1.361 -0.051
O -1.41625 -0.38113 -2.22759 -1.934 -0.092 1.007 -0.066
C 3.29158 2.03976 1.34176 -0.208 0.556 -0.514 -0.063
O 3.12404 0.67833 0.94863 -0.407 0.167 0.498 -0.178
H 2.61754 2.37888 2.12626 0.058 -0.747 0.234 0.103
H 4.33385 2.22752 1.61629 0.164 -0.044 0.145 0.126
H 3.08073 2.69615 0.49245 0.155 0.034 -0.259 0.114
H 3.59566 0.56529 0.11477 0.170 -0.067 -0.106 0.113

11
Properties=species:S:1:pos:R:3:forces:R:3:lowdin_charge:R:1 method="wB97M-V/def2-TZVPD" spin_multiplicity=4 charge=0 homo_lumo_gap_ev="6.54 / 8.27" homo_ev="-6.1 / -10.5" relative_energy_kcal_mol=5.4 s2=3.755
C 2.28680 -0.33832 0.32479 -0.892 -1.745 -1.680 -0.746
F 2.03959 -1.11441 1.38207 0.557 0.137 -0.219 0.168
F 2.84790 -1.09462 -0.69286 -0.639 1.403 1.835 0.083
Pt 5.09154 0.68697 0.56099 2.622 -0.433 -0.057 0.588
O 3.03196 0.74814 0.61994 -1.747 0.083 -0.170 -0.388
H 4.73547 -0.96118 0.58482 0.657 0.097 0.167 -0.121
C 2.44204 1.71255 1.52204 -0.530 0.509 0.362 -0.034
H 2.06165 1.21754 2.42283 0.127 0.029 -0.279 0.110
H 3.25298 2.40114 1.77814 -0.188 -0.238 -0.142 0.067
H 1.64324 2.24379 0.99522 0.167 -0.152 0.144 0.107
F 1.09160 0.03467 -0.14503 -0.134 0.310 0.039 0.166